1.
The following is a DFT calculation (ωB97M-V/def2-TZVPD) of an isolated molecule of C6H8S2Si.

Structure (ORCA input):
```
! wB97M-V def2-TZVPD RIJCOSX def2/J DEFGRID3
* xyz 0 1
C 0.4803 -0.8933 0.8627
C -0.4808 0.2386 1.2754
C -1.9914 -1.3744 -0.2224
C -2.5840 -0.2462 0.0449
C 1.2899 -0.2338 -0.3117
C -0.8801 1.0842 0.3014
Si 0.2326 1.0042 -1.1876
S -0.5877 -2.2779 0.1243
S -3.9246 0.6919 0.2487
H 1.0475 -1.2717 1.7190
H -1.0077 0.1904 2.2661
H -2.8026 -2.0753 -0.5115
H 2.2132 0.1573 0.0095
H 1.6600 -1.1873 -0.8452
H -1.5442 1.7547 0.7192
H 1.1177 2.2525 -1.4595
H -0.4948 0.4468 -2.4612
*
```

Output
- highest occupied orbital energy (eV) = -7.57
- structure (SMILES) = S=C=CS[C@@H]1C=C[SiH2]C1
- electronic energy (hartree) = -1319.1478
- lowest unoccupied orbital energy (Eh) = -0.0114
- energy above the lowest of the compared OMol25 structures with the same formula, charge and spin (kcal per mole) = 0.0

***

2.
The following is a DFT calculation (ωB97M-V/def2-TZVPD) of a cluster of 2 separate species, C6H8Si in total.

Structure (ORCA input):
```
! wB97M-V def2-TZVPD RIJCOSX def2/J DEFGRID3
* xyz 0 1
C -1.7682 -1.6255 1.8811
C -2.2640 1.2847 -2.1828
C -1.3172 -0.6819 1.2618
C -1.6060 0.9216 -1.2638
C 2.0924 -1.7450 -0.9024
C 0.5787 1.7854 0.8993
Si -0.5106 0.5184 0.1092
H -1.9695 -2.3277 2.7282
H -2.7236 1.2194 -3.0775
H 2.7104 -1.0991 -0.2758
H 1.7242 -2.6363 -0.3865
H 2.4883 -1.8710 -1.9524
H 1.2896 2.2913 0.1403
H -0.0286 2.5412 1.3552
H 1.3041 1.4245 1.6659
*
```

Output
- highest occupied orbital energy (alpha / beta) (eV) = -8.96 / -6.92
- electronic energy (hartree) = -522.6566
- lowest unoccupied orbital energy (alpha / beta) (Eh) = -0.0154 / 0.0010
- energy above the lowest of the compared OMol25 structures with the same formula, charge and spin (kcal per mole) = 125.4